(1)
Formula: C2H7S3
Source: the OMol25 dataset
Level of theory: ωB97M-V/def2-TZVPD

Positions of all 12 atoms, in Å:
C 2.8485 0.0679 -0.0004
S 3.2860 -1.0406 1.4008
H 3.5447 0.8915 -0.0888
H 1.8175 0.3837 0.1385
H 2.8346 -0.4791 -0.9414
C -3.3383 0.7506 -0.1329
S -2.4581 -0.5225 -1.1603
S -0.6182 -0.5421 -0.3252
H -2.9308 1.7401 -0.2679
H -4.3688 0.5965 -0.4545
H -3.2360 0.2826 0.8387
H 2.6190 -2.1286 0.9934

Computed properties:
ΔE to the lowest compared entry with this formula, charge and spin in kcal per mole: 4.6
Electronic energy in eV: -34692.287
F_max in eV/A: 2.2
Charge: 0
Lowest unoccupied orbital energy (alpha / beta) in Ha: 0.023 / -0.068
Orbital gap (alpha / beta) in eV: 9.39 / 7.05
Spin multiplicity: 2
HOMO energy (alpha / beta) in eV: -8.776 / -8.900

=====

(2)
Formula: C2H2O2P2
Source: the OMol25 dataset
Level of theory: ωB97M-V/def2-TZVPD

Positions of all 8 atoms, in Å:
C -1.5671 0.1143 0.1368
C -0.4958 0.8854 -0.0460
P 0.8736 1.7784 -0.2292
O 1.9154 0.5401 0.2018
P 1.9547 -1.1333 0.2514
O 0.9941 -1.6552 -0.6951
H -2.1257 0.1436 1.0536
H -1.5490 -0.6731 -0.6732

Computed properties:
ΔE to the lowest compared entry with this formula, charge and spin in kcal per mole: 3.7
Electronic energy in eV: -24777.785
F_max in eV/A: 3.3
Charge: 0
Lowest unoccupied orbital energy in Ha: -0.016
Orbital gap in eV: 8.62
HOMO energy in eV: -9.048

=====

(3)
Formula: C3H8N4O2
Source: the OMol25 dataset
Level of theory: ωB97M-V/def2-TZVPD

Positions of all 17 atoms, in Å:
C -1.6493 1.1519 -0.5295
C 0.0033 -0.8315 1.4173
C 1.2470 -0.4458 0.5653
H -1.5909 1.8275 0.6127
H -2.8060 1.6097 -1.0907
H -0.5871 1.2663 -1.1809
H -2.6266 -0.4580 -0.2970
H 0.3202 -1.3364 2.3753
H 1.8868 -0.9451 -1.3123
H -0.3281 -1.3741 -0.5516
H 2.5701 2.2198 -0.2558
N -1.5707 -0.3013 -0.3214
N -1.2602 -0.5854 1.1024
N 1.6809 -1.4078 -0.3406
N 1.7484 0.6266 0.9214
O 0.5041 -2.0800 -0.7941
O 2.4580 1.0636 -0.3205

Computed properties:
ΔE to the lowest compared entry with this formula, charge and spin in kcal per mole: 234.7
Electronic energy in eV: -13286.443
F_max in eV/A: 5.5
Charge: 0
Lowest unoccupied orbital energy in Ha: 0.001
Orbital gap in eV: 9.17
HOMO energy in eV: -9.140

=====

(4)
Formula: C6H9N
Source: the OMol25 dataset
Level of theory: ωB97M-V/def2-TZVPD

Positions of all 16 atoms, in Å:
C 3.2212 0.4180 0.0244
C 1.8622 0.4455 -0.5106
C 0.7682 0.0123 -0.7701
C -0.3485 -0.9210 -0.6834
N -1.3747 -0.6027 0.3099
C -2.7170 -0.2295 -0.0948
C -1.8148 0.7601 0.5439
H 3.9743 0.7010 -0.7122
H 3.4202 -0.6159 0.3436
H 3.3145 1.0633 0.9003
H -0.7875 -1.2610 -1.6249
H 0.3217 -1.7468 -0.3701
H -3.5224 -0.6981 0.4698
H -2.9354 -0.0791 -1.1542
H -1.4327 1.5625 -0.0889
H -1.9438 1.0332 1.5908

Computed properties:
ΔE to the lowest compared entry with this formula, charge and spin in kcal per mole: 91.6
Electronic energy in eV: -7854.189
F_max in eV/A: 1.3
Charge: 0
Lowest unoccupied orbital energy in Ha: 0.040
Orbital gap in eV: 9.86
HOMO energy in eV: -8.779

=====

(5)
Formula: C13H25CuIO4S
Source: the OMol25 dataset
Level of theory: ωB97M-V/def2-TZVPD

Positions of all 45 atoms, in Å:
C 3.4308 -3.3486 -0.6417
O 3.7967 -2.0241 -0.3278
C 2.9025 -1.3841 0.5550
C 3.4097 0.0189 0.8348
C 3.0489 1.0387 -0.2590
C 2.1200 2.1784 0.1839
C 0.7205 2.1370 -0.4361
C -0.3174 2.8666 0.4083
C -1.7677 2.7646 -0.0640
C -2.6486 1.7637 0.6738
C -2.3456 0.2854 0.4586
C -2.1411 -0.0296 -1.0163
C -1.8087 -1.5096 -1.3027
S -1.8741 -2.5574 0.2077
O -0.6311 -2.4284 0.8583
O -2.2258 -3.9675 -0.0813
O -3.0123 -2.0027 1.1156
C -3.4857 -0.6300 0.8983
I -4.5420 -0.1615 2.6780
H 3.7875 -4.0401 0.1223
H 3.8702 -3.6080 -1.5981
H 2.3463 -3.4542 -0.7156
H 1.9121 -1.3407 0.0859
H 2.8197 -1.9528 1.4858
H 3.0219 0.3361 1.7997
H 4.4894 -0.0575 0.9168
H 3.9730 1.4837 -0.6165
H 2.6202 0.5185 -1.1139
H 2.0245 2.1847 1.2677
H 2.5815 3.1235 -0.0926
H 0.4503 1.0891 -0.5888
H 0.7521 2.6371 -1.4016
H -0.0560 3.9226 0.3576
H -0.2292 2.5860 1.4575
H -1.8142 2.6312 -1.1444
H -2.2366 3.7263 0.1313
H -3.6814 1.9592 0.3843
H -2.5512 1.9825 1.7326
H -1.4532 0.0196 1.0255
H -1.3877 0.5944 -1.4815
H -3.0849 0.1899 -1.5131
H -2.5246 -1.8652 -2.0925
H -0.7953 -1.6406 -1.6632
H -4.2329 -0.6574 0.1101
Cu -3.2306 -3.3777 -1.5987

Computed properties:
Electronic energy in eV: -85642.147
F_max in eV/A: 2.1
Charge: +1
Lowest unoccupied orbital energy in Ha: -0.200
Orbital gap in eV: 6.30
HOMO energy in eV: -11.747

=====

(6)
Formula: C2H3BrN2OS
Source: the OMol25 dataset
Level of theory: ωB97M-V/def2-TZVPD

Positions of all 10 atoms, in Å:
O 1.9661 -0.0323 1.0825
C 0.8753 0.0438 0.6009
C 0.2251 1.2925 -0.0732
S -1.5206 0.8445 -0.4026
N -1.3980 -0.8146 -0.2468
Br -1.0898 -2.0771 -2.0212
N 0.0002 -1.0331 0.4991
H 0.2314 2.0133 0.7445
H 0.6274 1.7964 -0.8727
H 0.0828 -2.0333 0.6894

Computed properties:
ΔE to the lowest compared entry with this formula, charge and spin in kcal per mole: 0.0
Electronic energy in eV: -88025.085
F_max in eV/A: 4.3
Charge: 0
Lowest unoccupied orbital energy (alpha / beta) in Ha: -0.057 / -0.057
Orbital gap (alpha / beta) in eV: 7.80 / 7.80
HOMO energy (alpha / beta) in eV: -9.350 / -9.349

=====

(7)
Formula: C28H19F3N4O3
Source: the OMol25 dataset
Level of theory: ωB97M-V/def2-TZVPD

Positions of all 57 atoms, in Å:
C 1.4936 2.0657 -6.2334
O 2.4200 1.2186 -5.5886
C 1.9998 0.4839 -4.5358
C 2.9521 -0.3491 -3.9514
C 2.6254 -1.1707 -2.8794
N 3.6463 -1.9716 -2.3624
C 3.9177 -2.4553 -1.1119
O 4.9036 -3.1388 -0.9352
C 2.9783 -2.1364 -0.0017
C 2.5783 -3.1789 0.8350
N 1.7523 -3.0072 1.8474
C 1.2710 -1.8024 2.0762
C 1.6093 -0.6706 1.3218
C 0.9289 0.6076 1.5599
C 0.4608 0.9493 2.8307
C -0.3390 2.0574 3.0142
C -0.6853 2.8520 1.9206
C -1.5658 3.9452 2.0842
N -2.2911 4.8244 2.2055
C -0.1711 2.5578 0.6578
C 0.6323 1.4510 0.4862
C 2.5174 -0.8556 0.2789
C 1.3191 -1.1831 -2.3891
C 0.3843 -0.3019 -2.9223
C -0.9911 -0.0727 -2.3794
O -1.8346 0.5135 -3.0233
N -1.1809 -0.4829 -1.0848
C -2.1532 -0.0446 -0.1886
C -3.1191 0.9056 -0.5159
C -3.9820 1.3812 0.4536
C -3.9068 0.9253 1.7576
C -2.9603 -0.0402 2.0749
C -2.8863 -0.5389 3.4886
F -3.9080 -1.3528 3.8038
F -1.7626 -1.2285 3.7479
F -2.9170 0.4647 4.3831
C -2.0949 -0.5354 1.1149
C 0.7206 0.5207 -3.9951
H 0.6429 1.5015 -6.6255
H 2.0389 2.5203 -7.0584
H 1.1332 2.8494 -5.5609
H 3.9527 -0.3444 -4.3549
H 4.4041 -2.1571 -3.0110
H 2.9397 -4.1837 0.6682
H 0.5684 -1.7388 2.8955
H 0.7230 0.3401 3.6815
H -0.7158 2.3044 3.9951
H -0.4212 3.1879 -0.1826
H 1.0028 1.2210 -0.5021
H 2.8651 -0.0132 -0.3018
H 1.0496 -1.8997 -1.6300
H -0.4574 -1.0510 -0.6677
H -3.1806 1.2720 -1.5268
H -4.7162 2.1261 0.1912
H -4.5653 1.3094 2.5203
H -1.3689 -1.2904 1.3778
H -0.0463 1.1734 -4.3788

Computed properties:
Electronic energy in eV: -49601.406
F_max in eV/A: 0.9
Charge: 0
Lowest unoccupied orbital energy in Ha: -0.021
Orbital gap in eV: 8.48
HOMO energy in eV: -9.057

=====

(8)
Formula: C6H14N2O2
Source: the OMol25 dataset
Level of theory: ωB97M-V/def2-TZVPD

Positions of all 24 atoms, in Å:
C -0.9759 2.1761 -1.0917
N -1.5027 1.6711 0.1702
C -1.8309 0.3089 0.2351
C -2.4434 -0.0510 1.5853
O -1.5159 -0.4250 -0.6706
H -0.3020 3.0216 -0.9845
H -0.4147 1.3746 -1.5736
H -1.7562 2.3288 -1.8380
H -1.5681 2.3316 0.9259
H -3.4895 -0.3301 1.5406
H -1.8239 -0.9222 1.8248
H -2.3524 0.7784 2.2715
C 2.4600 0.0520 1.1255
N 1.5296 -0.7404 0.3530
C 1.8950 -1.3291 -0.8196
C 0.7881 -2.1148 -1.4999
O 3.0604 -1.4673 -1.1533
H 2.5318 -0.3344 2.1434
H 3.4369 0.1946 0.6835
H 2.0938 1.0840 1.2681
H 0.6184 -0.8466 0.7422
H 0.5650 -1.6448 -2.4692
H 1.1675 -3.0887 -1.7907
H -0.1709 -2.0273 -0.9780

Computed properties:
ΔE to the lowest compared entry with this formula, charge and spin in kcal per mole: 25.5
Electronic energy in eV: -13524.517
F_max in eV/A: 3.2
Charge: 0
Lowest unoccupied orbital energy in Ha: 0.020
Orbital gap in eV: 9.79
HOMO energy in eV: -9.251

=====

What is the formula in the fourth record?
C6H9N